The following is a quantum chemistry calculation of C15H22N4O4PdS2SeSi as an isolated structure at a distorted geometry, from OMol25.

Atoms and positions in Å:
Pd  0.520  -0.778  -0.974
C  5.462  1.706  2.924
Si  4.907  0.288  1.849
C  5.423  0.619  0.095
C  5.608  -1.319  2.469
C  3.028  0.185  2.019
C  2.372  0.779  3.094
C  0.980  0.761  3.213
C  0.243  0.150  2.222
N  0.852  -0.470  1.214
C  2.176  -0.457  1.114
S  2.573  -1.323  -0.365
H  6.521  1.911  2.755
H  5.336  1.505  3.989
H  4.907  2.615  2.680
H  6.448  0.998  0.090
H  4.778  1.368  -0.369
H  5.385  -0.275  -0.527
H  6.700  -1.303  2.491
H  5.300  -2.145  1.823
H  5.251  -1.531  3.479
H  2.950  1.298  3.849
H  0.484  1.218  4.058
H  -0.838  0.109  2.230
O  0.287  2.308  -3.617
S  0.300  1.303  -2.603
O  -0.953  0.563  -2.425
O  1.357  0.119  -3.205
O  0.923  1.634  -1.347
N  -1.791  -1.326  -0.099
C  -2.727  -0.881  -0.620
N  -3.750  -0.365  -1.255
C  -4.484  -1.119  -2.268
C  -5.888  -1.427  -1.763
C  -6.596  -0.142  -1.324
C  -5.763  0.620  -0.290
C  -4.366  0.891  -0.835
H  -3.923  -2.020  -2.509
H  -4.531  -0.495  -3.167
H  -5.812  -2.109  -0.912
H  -6.457  -1.936  -2.544
H  -7.576  -0.384  -0.909
H  -6.764  0.498  -2.196
H  -5.680  0.024  0.623
H  -6.242  1.565  -0.027
H  -3.716  1.377  -0.111
H  -4.426  1.533  -1.719
Se  0.846  -0.977  -4.528
C  0.235  -2.289  -3.382
N  0.128  -2.876  -2.390

Summary:
HOMO level (spin up / spin down): -0.302 / -0.302 Ha
total charge: 0



The following is a quantum chemistry calculation of CHI3O as an isolated structure at a distorted geometry, from OMol25.

Atoms and positions in Å:
C  -0.010  -0.703  -0.341
O  -0.780  -0.277  -1.309
I  -0.715  -2.537  0.790
I  1.782  -1.211  -1.454
I  -2.807  -0.150  -1.040
H  0.344  0.075  0.304

Summary:
HOMO level: -0.340 Ha
total charge: 0



The following is a quantum chemistry calculation of one molecule with the formula C2H2O3S at a distorted geometry, from OMol25.

Atoms and positions in Å:
O  0.912  2.311  0.438
S  -0.143  1.402  0.180
O  -1.168  1.719  -0.767
C  0.713  -0.150  -0.511
C  -0.218  -1.191  0.078
O  1.198  -1.025  0.322
H  -0.993  -1.067  0.895
H  -0.302  -2.000  -0.634

Summary:
HOMO level (spin up / spin down): -0.381 / -0.381 Ha
total charge: 0
SMILES: O=S(=O)=C1CO1



The following is a quantum chemistry calculation of one molecule with the formula C5H8O, from OMol25.

Atoms and positions in Å:
C  1.095  -1.641  0.093
C  0.286  -0.460  -0.221
C  -0.337  0.214  -1.281
C  0.202  0.962  -0.034
C  -1.016  1.197  0.910
O  -1.858  0.177  0.648
H  1.179  -1.798  1.172
H  0.711  -2.539  -0.396
H  2.107  -1.443  -0.291
H  -1.448  0.223  -1.019
H  -0.002  0.180  -2.313
H  1.103  1.575  0.005
H  -1.471  2.203  0.812
H  -0.551  1.150  1.915

Summary:
HOMO level (spin up / spin down): -0.308 / -0.308 Ha
total charge: 0



The records above yield ΔE to the lowest compared entry with this formula, charge and spin values of 146.9 171.4 532.3 500.1 kJ/mol, respectively.